A molecular structure, C38H53Cl3GeN5O2SSr. Source: the OMol25 dataset; level of theory: wB97M-V/def2-TZVPD.

Computed properties:
HOMO (spin up / spin down)   -6.379 / -6.851 eV
2S+1   2

```
104
C38H53Cl3GeN5O2SSr, DFT wB97M-V/def2-TZVPD
Sr 1.561 1.925 -0.416
C -4.670 -2.333 -3.342
C -3.349 -2.673 -2.641
C -2.619 -3.784 -3.420
C -3.637 -3.208 -1.233
C -2.472 -1.423 -2.586
C -2.267 -0.720 -1.440
C -1.307 0.323 -1.410
N -0.810 0.878 -0.318
C -1.285 0.755 0.938
C -2.635 0.689 1.326
C -2.980 0.592 2.651
C -1.937 0.373 3.574
C -0.591 0.393 3.266
C -0.219 0.767 1.934
O 0.957 1.074 1.545
C 0.393 -0.030 4.372
C -0.027 -1.428 4.863
C 1.851 -0.152 3.909
C 0.331 0.954 5.547
C -4.439 0.739 3.082
C -4.638 0.512 4.582
C -4.887 2.175 2.756
C -5.318 -0.260 2.316
C -0.478 0.632 -2.595
O 0.447 1.460 -2.426
C -0.751 -0.107 -3.804
C -1.758 -1.033 -3.758
C 0.083 -0.051 -5.102
C 1.306 0.876 -5.054
C 0.624 -1.471 -5.368
C -0.813 0.395 -6.265
H -5.302 -3.222 -3.416
H -4.488 -1.954 -4.350
H -5.212 -1.568 -2.783
H -3.133 -4.736 -3.274
H -1.593 -3.882 -3.060
H -2.593 -3.585 -4.491
H -4.198 -4.140 -1.302
H -4.229 -2.502 -0.649
H -2.701 -3.398 -0.705
H -2.743 -0.997 -0.512
H -3.388 0.811 0.556
H -2.211 0.161 4.599
H -0.007 -2.135 4.033
H -1.029 -1.428 5.294
H 0.669 -1.772 5.632
H 1.926 -0.769 3.015
H 2.440 -0.611 4.709
H 2.278 0.821 3.683
H -0.662 0.976 6.002
H 0.574 1.965 5.215
H 1.049 0.661 6.316
H -4.050 1.220 5.169
H -4.367 -0.504 4.876
H -5.688 0.666 4.833
H -4.258 2.892 3.288
H -5.924 2.336 3.058
H -4.802 2.376 1.687
H -4.976 -1.281 2.492
H -5.285 -0.071 1.242
H -6.357 -0.179 2.644
H -1.983 -1.564 -4.674
H 1.974 0.575 -4.251
H 1.009 1.909 -4.883
H 1.827 0.810 -6.012
H 1.121 -1.840 -4.469
H 1.340 -1.448 -6.191
H -0.175 -2.164 -5.640
H -1.205 1.396 -6.078
H -1.661 -0.280 -6.397
H -0.237 0.408 -7.192
C 5.270 -3.231 -0.354
C 4.976 -2.727 -1.767
N 3.602 -2.272 -1.917
C 3.172 -1.105 -1.358
S 1.476 -0.969 -1.014
N 4.089 -0.190 -1.108
N 3.614 0.938 -0.545
C 4.463 1.624 0.178
C 5.910 1.242 0.307
C 3.901 2.602 1.054
C 4.323 2.848 2.362
C 3.420 3.360 3.281
C 2.055 3.522 2.911
C 1.725 3.398 1.603
N 2.703 3.195 0.666
H 6.283 -3.631 -0.290
H 4.562 -4.013 -0.077
H 5.168 -2.413 0.360
H 5.154 -3.520 -2.494
H 5.629 -1.891 -2.007
H 2.873 -2.966 -1.903
H 6.048 0.541 1.134
H 6.529 2.122 0.481
H 6.226 0.739 -0.603
H 5.313 2.540 2.670
H 3.730 3.547 4.299
H 1.288 3.714 3.646
H 0.734 3.612 1.229
Cl 3.873 3.685 -2.311
Ge 2.636 4.356 -0.728
Cl 3.245 6.249 0.032
Cl 0.594 4.305 -1.233
```

A molecular structure, C6H9N. Source: the OMol25 dataset; level of theory: wB97M-V/def2-TZVPD.

Computed properties:
HOMO   -7.858 eV

```
16
C6H9N, DFT wB97M-V/def2-TZVPD
C -1.348 -0.076 -1.434
C -1.234 0.461 0.032
C 0.156 0.218 0.554
C 1.523 -0.154 -0.599
N 1.718 -1.361 -0.987
C 0.469 -0.630 1.661
C 0.397 0.695 1.944
H -1.303 -1.192 -1.369
H -0.575 0.295 -2.124
H -2.332 0.211 -1.811
H -2.028 -0.002 0.642
H -1.338 1.593 -0.030
H 2.027 0.703 -1.078
H 2.022 -0.934 0.156
H 0.929 -1.435 2.230
H 0.917 1.609 2.212
```

A single C4H7NO molecule. Source: the OMol25 dataset; level of theory: wB97M-V/def2-TZVPD.

Computed properties:
HOMO   -10.508 eV

```
13
C4H7NO, DFT wB97M-V/def2-TZVPD
C -1.545 -0.897 0.016
C -0.775 0.363 -0.411
O 0.123 0.963 0.554
C 1.514 0.975 0.249
C 1.900 -0.423 0.441
N 1.974 -1.562 0.619
H -2.094 -0.761 0.953
H -2.296 -1.110 -0.762
H -0.914 -1.786 0.110
H -1.511 1.148 -0.612
H -0.242 0.138 -1.344
H 2.074 1.621 0.949
H 1.792 1.332 -0.761
```

A single CH4IN3 molecule. Source: the OMol25 dataset; level of theory: wB97M-V/def2-TZVPD.

Computed properties:
HOMO   -9.166 eV

```
9
CH4IN3, DFT wB97M-V/def2-TZVPD
C -0.431 -0.384 -0.107
N 0.626 0.620 0.084
N 1.646 -0.014 0.354
N 2.866 0.826 0.622
I 4.409 -0.039 -0.357
H -0.275 -1.377 0.490
H -0.777 -0.634 -1.065
H -1.373 0.044 0.270
H 2.649 1.855 0.235
```

Calculated largest force on an atom in order - 12.237; 4.826; 1.401; 3.807 eV Å⁻¹
Calculated energy relative to the best compared isomer or geometry (same formula, charge and spin) in order - 151.2; 194.6; 42.9; 11.8 kcal per mole